1.
Here is C36H46N4OPS4SbSiW as an isolated structure from the OMol25 dataset. Energies are from ωB97M-V/def2-TZVPD.

Structure (XYZ):
```
95
Properties=species:S:1:pos:R:3:forces:R:3:lowdin_charge:R:1
W 1.554 0.114 0.353 3.27 -1.90 0.24 1.1472
S 4.928 -1.629 3.397 -0.49 0.28 -0.31 0.0492
Sb 3.871 0.191 2.631 1.76 0.57 1.78 0.0944
S 1.350 -0.200 2.670 -0.27 -0.15 -1.56 0.2470
S 3.886 0.110 0.126 -2.22 -0.25 0.21 0.2919
S 4.545 2.241 3.351 -0.73 -0.67 -0.67 0.0133
C 1.383 3.552 2.232 0.42 0.10 1.27 -0.0060
C 1.581 3.238 0.843 0.32 -0.21 -0.73 -0.2505
O 1.566 1.971 0.506 -0.63 1.73 -0.33 -0.3498
C 1.868 4.202 -0.166 -0.14 -0.22 -0.05 -0.1318
C 1.970 3.809 -1.516 0.03 -0.06 -0.07 0.0259
C 2.213 4.739 -2.500 0.00 -0.09 -0.05 -0.0228
C 2.362 6.082 -2.160 -0.01 -0.08 0.11 0.0045
C 2.282 6.484 -0.829 0.06 0.11 0.01 -0.0194
C 2.040 5.561 0.163 0.00 0.13 0.09 0.0320
H 0.793 2.796 2.745 -0.12 -0.04 -0.06 0.0810
H 0.973 4.541 2.400 -0.09 -0.02 -0.09 0.1051
H 2.385 3.527 2.736 -0.28 -0.11 -0.33 0.0516
H 1.845 2.767 -1.774 0.01 0.26 0.01 0.0787
H 2.296 4.430 -3.533 -0.02 0.00 0.00 0.1231
H 2.549 6.815 -2.933 0.01 0.01 0.00 0.1298
H 2.421 7.526 -0.574 0.00 -0.01 0.02 0.1273
H 2.011 5.893 1.191 -0.05 -0.03 0.00 0.1289
C 1.172 -0.537 -4.776 0.00 0.13 0.27 -0.1629
Si 0.155 -0.181 -3.242 -0.25 -0.17 0.05 0.4762
C -0.903 -1.705 -2.873 0.13 0.05 -0.25 -0.1772
C -0.844 1.395 -3.504 0.20 -0.09 -0.01 -0.1681
C 1.361 0.112 -1.782 -0.42 -0.25 -0.22 -0.4283
H 0.522 -0.670 -5.642 -0.04 0.00 0.01 0.0483
H 1.770 -1.444 -4.672 -0.01 -0.02 0.02 0.0385
H 1.854 0.285 -5.005 0.00 0.00 -0.01 0.0407
H -1.744 -1.754 -3.570 -0.01 0.01 -0.01 0.0602
H -1.319 -1.728 -1.867 0.01 -0.04 -0.10 -0.0124
H -0.329 -2.620 -3.031 0.07 0.04 0.00 0.0296
H -1.659 1.213 -4.209 -0.02 -0.01 0.00 0.0516
H -0.209 2.162 -3.956 0.05 -0.02 0.00 0.0369
H -1.286 1.816 -2.600 0.04 -0.03 0.00 0.0104
H 1.747 1.123 -1.997 -0.08 -0.19 0.26 -0.0129
H 2.217 -0.521 -2.064 -0.09 -0.04 0.21 -0.0107
C 2.500 -2.934 1.337 0.04 0.04 0.00 -0.2686
N 1.724 -2.294 0.175 -0.12 0.34 -0.17 -0.1874
C 0.383 -3.019 0.172 -0.08 0.09 0.06 -0.1944
N 0.504 -4.444 0.074 -0.06 -0.17 -0.07 -0.0636
C 1.257 -4.951 1.223 -0.02 0.12 -0.06 -0.1277
N 2.588 -4.354 1.234 0.14 -0.19 0.10 -0.0694
C 3.297 -4.719 0.010 -0.10 0.10 0.02 -0.1236
N 2.557 -4.208 -1.145 0.10 -0.16 -0.18 -0.0732
C 2.456 -2.784 -1.078 -0.12 0.14 -0.09 -0.1944
C 1.220 -4.803 -1.152 -0.03 0.09 0.10 -0.1284
H 1.989 -2.674 2.262 0.04 0.09 -0.03 0.0700
H 3.508 -2.526 1.323 -0.04 0.14 0.06 0.0206
H -0.187 -2.651 -0.678 0.03 0.05 0.10 0.0827
H -0.121 -2.773 1.104 0.16 0.01 -0.07 0.0895
H 1.342 -6.035 1.150 0.00 0.00 0.01 0.1400
H 0.730 -4.697 2.145 0.01 0.01 0.00 0.1377
H 3.378 -5.802 -0.062 0.00 0.00 0.00 0.1408
H 4.301 -4.290 0.025 -0.01 0.01 0.00 0.1421
H 1.893 -2.433 -1.944 0.04 -0.03 0.06 0.0997
H 3.455 -2.344 -1.068 -0.03 0.05 0.00 0.0999
H 1.309 -5.886 -1.211 0.00 0.01 -0.03 0.1402
H 0.662 -4.446 -2.019 0.03 -0.01 0.01 0.1242
C -5.456 0.731 -1.216 0.02 -0.01 -0.04 -0.0469
C -4.412 0.389 -2.055 -0.02 0.03 -0.10 -0.0469
C -3.140 0.165 -1.540 0.03 0.01 0.11 -0.1097
C -2.912 0.273 -0.176 0.26 -0.38 -0.57 -0.3468
C -3.972 0.608 0.671 -0.08 -0.09 0.01 -0.0760
C -5.231 0.842 0.151 0.02 -0.01 0.02 -0.0393
P -1.293 -0.046 0.682 -0.63 0.69 0.89 1.0642
C -1.428 1.571 1.573 0.16 -0.05 0.02 -0.4166
C -1.422 2.672 0.712 0.03 -0.01 0.10 -0.1322
C -1.736 3.937 1.179 0.10 -0.03 -0.08 -0.0589
C -2.048 4.119 2.522 -0.01 0.08 0.01 -0.0574
C -2.044 3.036 3.383 0.00 -0.03 0.09 -0.0467
C -1.741 1.761 2.913 0.18 -0.14 -0.01 -0.0944
C -1.859 -1.424 1.758 0.03 0.07 -0.15 -0.3950
C -2.595 -2.411 1.090 -0.09 0.11 0.09 -0.1085
C -3.063 -3.522 1.768 0.02 -0.01 -0.05 -0.0403
C -2.816 -3.661 3.127 0.01 -0.02 0.01 -0.0445
C -2.078 -2.697 3.794 0.07 -0.02 0.06 -0.0488
C -1.583 -1.592 3.113 0.02 0.06 -0.06 -0.1354
H -6.444 0.908 -1.620 0.00 0.00 0.00 0.1180
H -4.577 0.288 -3.120 -0.02 0.03 -0.01 0.1167
H -2.340 -0.094 -2.214 -0.26 0.10 0.15 0.0252
H -3.823 0.680 1.740 -0.03 0.00 0.00 0.1137
H -6.040 1.108 0.818 -0.01 -0.02 0.00 0.1189
H -1.224 2.519 -0.346 -0.03 0.08 -0.01 0.1022
H -1.751 4.775 0.494 -0.02 0.01 0.00 0.1203
H -2.302 5.104 2.892 -0.02 -0.01 -0.01 0.1195
H -2.298 3.170 4.426 0.00 0.01 -0.01 0.1215
H -1.781 0.923 3.595 -0.05 0.11 -0.02 0.0938
H -2.815 -2.304 0.035 -0.05 -0.01 -0.01 0.1090
H -3.627 -4.274 1.233 -0.01 0.00 0.02 0.1205
H -3.201 -4.517 3.666 0.00 -0.01 -0.01 0.1192
H -1.881 -2.799 4.853 0.00 -0.01 0.00 0.1190
H -0.988 -0.877 3.659 -0.03 -0.01 0.03 0.0357
```
Positions in Å, forces in eV/Å.

Its spin multiplicity is 1. As for the charge: +2. For the HOMO energy, the calculation gives -13.421 eV. The value obtained for the gap between HOMO and LUMO is 4.80 eV.

2.
Here is C36H46N8O3SV as an isolated structure from the OMol25 dataset. Energies are from ωB97M-V/def2-TZVPD.

Structure (XYZ):
```
95
Properties=species:S:1:pos:R:3:forces:R:3:lowdin_charge:R:1
V 0.992 -1.031 -0.226 0.61 -0.01 1.14 0.8791
C 3.233 1.595 5.651 -0.26 -0.05 1.50 -0.0553
C 2.773 1.330 4.264 -0.31 -0.16 -0.74 -0.2639
C 1.948 2.290 3.701 0.19 1.26 0.97 -0.0063
C 1.267 2.235 2.481 -0.27 -1.66 -1.35 -0.1166
C 0.335 3.237 2.066 -0.13 -1.94 0.06 0.0341
N -0.820 3.055 1.436 0.75 1.35 0.32 0.0856
C -1.770 1.973 1.601 1.01 -1.82 -1.01 -0.1670
C -2.071 1.696 3.063 0.94 -0.92 0.84 -0.1418
C -2.996 0.457 3.159 -0.37 1.76 0.05 -0.1632
N -2.281 -0.731 2.804 -1.27 -1.60 -1.19 0.0681
C -2.844 -1.937 2.683 1.66 -0.38 0.61 0.0651
C -2.150 -3.068 2.095 -0.04 2.23 -0.90 -0.1206
C -2.824 -4.300 2.095 -0.06 -0.97 -0.21 0.0216
C -2.186 -5.479 1.706 0.68 0.30 -0.03 -0.2154
C -2.700 -6.903 1.869 -0.59 -0.39 -0.39 -0.0440
C -0.887 -5.318 1.108 -2.06 0.42 0.47 0.0570
C -0.328 -4.079 0.804 -1.32 0.71 0.78 -0.1106
C 0.764 -4.141 -0.094 0.94 2.47 -1.45 -0.0709
N 1.357 -3.106 -0.653 0.05 -1.96 0.70 -0.0098
C 2.600 -3.549 -1.371 -0.72 -0.87 -0.15 -0.2198
C 3.514 -2.474 -1.835 0.55 1.42 -1.21 -0.1954
C 4.042 -1.447 -0.815 -0.57 -1.30 0.27 -0.1769
N 2.941 -0.879 -0.045 0.46 0.90 1.16 -0.1105
C 3.013 -0.864 1.305 0.80 -1.88 -1.90 -0.1052
C 2.559 0.153 2.159 -0.34 0.04 1.33 -0.1286
C 3.110 0.183 3.487 -1.58 1.60 -1.27 0.0900
C 1.543 1.058 1.645 -0.81 1.14 0.74 -0.2522
O 0.897 0.857 0.556 0.36 -0.02 0.94 -0.1140
C -0.943 -2.847 1.316 0.63 0.21 0.11 -0.1886
O -0.461 -1.620 1.123 -0.73 -2.45 0.08 -0.1636
H 2.815 2.559 6.049 0.61 -0.85 -0.51 0.0959
H 4.321 1.594 5.734 -0.02 0.13 0.04 0.0877
H 2.861 0.821 6.358 0.27 0.31 -0.46 0.0975
H 1.771 3.190 4.315 0.04 -0.49 -0.28 0.1321
H 0.556 4.228 2.348 0.29 1.32 -0.04 0.1378
H -1.205 3.906 1.040 -0.08 -0.11 0.24 0.1625
H -1.320 1.044 1.119 -0.57 1.12 0.22 0.1209
H -2.693 2.251 1.071 0.42 -0.12 0.10 0.1439
H -2.596 2.551 3.455 -0.23 0.26 0.39 0.1183
H -1.116 1.547 3.698 -1.44 0.15 -1.10 0.1526
H -3.832 0.650 2.447 0.29 -0.36 0.60 0.1440
H -3.364 0.394 4.173 -0.32 -0.15 0.18 0.1315
H -1.532 -0.580 2.138 0.74 -0.46 0.02 0.0920
H -3.771 -2.160 3.240 0.30 0.45 -0.44 0.1598
H -3.900 -4.205 2.312 0.56 -0.71 0.43 0.1375
H -2.431 -7.333 2.847 0.09 0.29 -0.26 0.0906
H -2.280 -7.583 1.087 -0.28 0.64 0.60 0.0909
H -3.805 -7.001 1.808 0.64 0.33 -0.04 0.0911
H -0.453 -6.236 0.731 0.36 0.13 -0.01 0.1268
H 1.029 -5.146 -0.399 0.53 -0.18 0.09 0.1381
H 2.323 -4.133 -2.279 -0.02 0.25 0.63 0.1266
H 3.119 -4.225 -0.692 0.15 -0.04 -0.07 0.1254
H 2.969 -1.873 -2.625 0.74 -0.67 0.64 0.0764
H 4.390 -2.972 -2.322 -0.69 0.50 0.23 0.1414
H 4.527 -0.651 -1.398 -0.06 -0.07 0.48 0.1326
H 4.750 -1.887 -0.102 0.19 -0.04 -0.32 0.1217
H 3.522 -1.712 1.817 0.34 0.68 -0.49 0.1468
H 3.773 -0.614 3.843 -0.25 0.40 -0.20 0.1371
N 1.138 0.597 -3.292 0.95 -1.62 -1.04 0.1744
C 0.609 -0.563 -2.895 -1.88 0.74 -0.03 -0.6372
N -0.228 -0.571 -1.840 -0.80 0.11 -0.49 -0.0490
C -1.233 -1.560 -1.970 0.55 -0.33 -1.71 -0.2904
C -2.510 -1.590 -1.383 0.87 0.92 0.61 -0.0393
C -3.306 -2.677 -1.633 -0.81 -0.12 0.08 -0.0945
C -2.919 -3.690 -2.507 -0.59 -0.88 -0.13 -0.0807
C -1.746 -3.624 -3.244 0.65 0.80 0.15 -0.0716
C -0.936 -2.510 -3.001 0.09 0.16 0.84 -0.4267
S 0.583 -2.077 -3.835 -0.73 0.59 0.24 1.0938
H 0.967 1.496 -2.816 -0.20 0.05 0.39 0.0595
H 1.563 0.624 -4.223 0.02 -0.04 0.76 0.1320
H -2.927 -0.772 -0.752 0.80 -0.61 -0.44 0.1254
H -4.295 -2.656 -1.151 0.43 -0.43 -0.40 0.1187
H -3.584 -4.546 -2.642 0.19 0.30 -0.04 0.1158
H -1.439 -4.355 -3.995 -0.38 0.11 0.29 0.1202
C 2.334 5.217 -2.090 0.36 -0.37 0.16 -0.0553
N 0.967 5.241 -2.561 0.52 -0.69 0.72 -0.1518
C 0.327 6.524 -2.310 -1.76 -0.46 -1.22 -0.0553
C 0.340 4.023 -2.642 -2.01 1.11 -0.93 -0.4807
O 0.768 2.998 -2.115 0.42 -0.25 0.14 0.0124
N -0.857 4.034 -3.366 1.63 0.02 1.19 -0.1480
C -1.713 2.874 -3.364 0.24 -1.11 0.10 -0.0598
C -1.099 5.027 -4.391 -0.87 0.90 0.50 -0.0565
H 2.755 6.160 -2.406 0.45 0.21 0.17 0.0910
H 2.860 4.421 -2.601 0.25 -0.16 0.02 0.0888
H 2.466 5.066 -0.994 -0.28 0.21 -0.60 0.1028
H 0.861 7.054 -1.541 0.02 0.12 0.39 0.0835
H -0.747 6.348 -2.041 0.97 0.38 0.04 0.1013
H 0.333 7.118 -3.241 0.00 0.05 0.51 0.0978
H -1.725 2.313 -2.384 0.09 0.87 -0.93 0.0962
H -1.384 2.134 -4.141 -0.44 0.48 0.48 0.1010
H -2.697 3.267 -3.611 -0.21 -0.52 0.09 0.0866
H -0.202 5.302 -4.924 0.33 0.02 -0.11 0.0970
H -1.555 5.947 -3.957 0.30 -0.54 -0.47 0.0893
H -1.823 4.634 -5.093 -0.02 -0.15 -0.23 0.0894
```
Positions in Å, forces in eV/Å.

Its spin multiplicity is 4. As for the charge: +2. For the HOMO energy (alpha / beta), the calculation gives -11.254 / -12.809 eV. The expectation value of S² is 3.814. As for the relative energy (zero: lowest compared OMol25 entry of this formula, charge and spin): 0.761 eV. The value obtained for the gap between HOMO and LUMO (alpha / beta) is 5.41 / 7.02 eV.